1.
Density functional theory data (ωB97M-V/def2-TZVPD) for C42H44CrP2 as an isolated structure in a non-equilibrium geometry.

Energy relative to the best compared isomer or geometry (same formula, charge and spin): 0.000 eV
DFT total energy: -3353.78451 Ha
Maximum force: 0.0491 hartree/bohr
Spin multiplicity: 5
HOMO-LUMO gap (spin up / spin down): 0.248 / 0.243 Eh
E_HOMO (spin up / spin down): -6.71 / -7.37 eV
Lowest unoccupied orbital energy (spin up / spin down): 0.039 / -0.775 eV
⟨S²⟩: 6.052

Last column: Mulliken charge in e.
Atoms and positions in Å:
Cr1 0.166 0.122 4.080  0.1138
C1 -1.832 -0.446 4.682  -0.5653
C2 -1.802 -0.349 3.264  0.3545
C3 -2.410 0.806 2.508  -1.0652
C4 -1.405 1.938 2.154  -0.8399
C5 -0.284 2.071 3.156  -0.3979
C6 -0.520 2.119 4.550  -0.1098
C7 -1.885 2.050 5.168  -1.4708
C8 -2.304 0.631 5.608  -0.4357
C9 1.782 -0.949 3.422  -1.3167
H1 -1.839 -1.456 5.110  0.4686
H2 -1.807 -1.300 2.724  0.3101
H3 -3.248 1.232 3.085  0.4669
H4 -2.830 0.450 1.553  0.4436
H5 -0.990 1.763 1.143  0.4538
H6 -1.956 2.893 2.067  0.3738
H7 0.591 2.633 2.798  0.4814
H8 0.276 2.551 5.162  0.8573
H9 -2.622 2.456 4.459  0.3764
H10 -1.921 2.723 6.039  0.4995
H11 -1.884 0.439 6.600  -0.0701
H12 -3.390 0.598 5.782  0.5335
H13 2.017 -1.757 4.143  0.3383
H14 2.669 -0.291 3.332  0.3463
H15 1.552 -1.395 2.436  0.3207
P1 -0.039 -1.945 -3.772  0.1606
P2 1.838 0.542 -4.285  0.0989
C10 -0.734 -0.409 -4.403  -0.6105
C11 0.095 0.624 -4.716  -0.8329
C12 -0.661 -3.163 -5.030  0.3954
C13 -1.731 -2.889 -5.894  0.0082
C14 -2.130 -3.849 -6.838  -0.5756
C15 -1.434 -5.055 -6.956  -0.4626
C16 -0.300 -5.286 -6.164  -0.4927
C17 0.092 -4.347 -5.210  -0.5156
C18 -1.064 -2.099 -2.258  0.6933
C19 -0.780 -1.235 -1.181  -1.0111
C20 -1.427 -1.402 0.041  -0.0921
C21 -2.409 -2.392 0.193  -0.2978
C22 -2.710 -3.230 -0.888  -0.9005
C23 -2.033 -3.096 -2.102  -0.5212
C24 2.526 1.134 -5.903  0.2890
C25 2.419 0.298 -7.039  -0.2923
C26 3.011 0.684 -8.246  -0.5805
C27 3.707 1.898 -8.333  -0.4526
C28 3.797 2.732 -7.215  -0.5570
C29 3.214 2.352 -6.002  -0.3806
C30 2.040 1.980 -3.156  0.3164
C31 3.244 2.064 -2.428  -0.3033
C32 3.495 3.161 -1.604  -0.6286
C33 2.540 4.177 -1.472  -0.4778
C34 1.335 4.083 -2.173  -0.6687
C35 1.072 2.978 -2.994  -0.0475
H16 -1.827 -0.338 -4.470  0.6906
H17 -0.253 1.518 -5.244  0.7465
H18 -2.247 -1.929 -5.847  0.2854
H19 -2.985 -3.646 -7.487  0.3707
H20 -1.768 -5.815 -7.667  0.3572
H21 0.279 -6.200 -6.294  0.3659
H22 0.984 -4.509 -4.598  0.3690
H23 -0.034 -0.445 -1.289  0.4362
H24 -1.149 -0.776 0.893  0.1776
H25 -2.926 -2.518 1.147  0.3888
H26 -3.468 -4.005 -0.773  0.3480
H27 -2.244 -3.771 -2.929  0.3621
H28 1.887 -0.656 -6.969  0.3887
H29 2.949 0.031 -9.119  0.3640
H30 4.194 2.188 -9.264  0.3522
H31 4.340 3.676 -7.271  0.3609
H32 3.308 2.995 -5.123  0.2699
H33 3.983 1.268 -2.523  0.3794
H34 4.439 3.223 -1.061  0.4066
H35 2.740 5.033 -0.823  0.3922
H36 0.592 4.877 -2.077  0.3935
H37 0.119 2.905 -3.514  0.3300
C36 1.097 0.140 6.035  -1.9537
C37 0.327 0.021 7.301  0.7657
C38 0.032 1.148 8.109  -0.0368
C39 -0.778 1.026 9.243  -0.6085
C40 -1.291 -0.224 9.609  -0.4505
C41 -0.987 -1.355 8.839  -0.6386
C42 -0.176 -1.239 7.707  -0.1233
H38 1.713 1.051 6.069  0.3769
H39 1.746 -0.738 5.912  0.5916
H40 0.481 2.114 7.864  0.3430
H41 -1.007 1.908 9.850  0.3651
H42 -1.913 -0.332 10.499  0.3565
H43 -1.379 -2.338 9.121  0.3696
H44 0.120 -2.134 7.149  0.3801

Force components x, y, z for each atom (eV/Å):
2.15 -0.52 1.23
-1.08 -0.16 -1.99
-1.56 -1.05 1.37
-0.10 0.81 -0.49
-0.27 -0.31 -0.43
-0.74 1.31 1.66
0.19 1.60 -1.52
-0.71 0.09 0.20
0.08 0.51 0.58
-0.24 -0.71 -0.67
0.51 0.27 -0.13
0.38 0.22 0.30
0.28 -0.31 -0.27
0.05 -0.03 0.45
-0.06 -0.06 0.50
0.23 -0.18 0.13
0.06 -0.80 0.18
-0.22 -0.31 -0.18
0.26 -0.06 0.22
0.12 -0.28 -0.17
-0.02 0.01 -0.21
0.03 -0.13 -0.37
0.02 0.30 -0.48
-0.31 -0.21 0.08
0.43 0.04 0.25
0.50 -0.58 0.20
0.95 -0.30 -0.31
0.49 1.38 -0.27
-1.36 -0.79 0.10
0.03 0.11 -0.02
0.08 -0.58 -0.09
0.15 0.09 0.12
0.16 0.16 0.25
-0.24 0.13 -0.02
-0.48 0.35 0.02
-0.33 -0.24 0.04
-0.17 -0.37 -0.05
-0.13 -0.14 -0.11
0.24 0.02 -0.42
0.02 0.11 0.28
0.08 0.21 0.34
0.10 0.24 -0.02
0.21 0.44 0.23
0.03 0.13 0.21
-0.08 -0.02 0.28
-0.05 -0.25 0.01
0.01 -0.22 -0.31
-0.01 0.26 0.00
-0.35 0.19 -0.20
-0.16 0.05 0.00
0.01 -0.25 -0.23
0.03 -0.16 0.13
0.40 0.24 0.19
0.36 0.19 -0.37
-0.23 -0.19 0.33
0.04 -0.40 0.04
0.26 -0.07 0.19
0.16 0.30 0.17
-0.16 0.21 0.05
-0.32 0.02 -0.17
-0.07 -0.22 -0.01
-0.04 -0.18 -0.48
0.14 0.01 -0.29
0.18 0.18 -0.05
-0.02 0.11 0.16
0.18 0.30 0.00
-0.02 0.20 0.28
-0.19 -0.09 0.22
-0.13 -0.23 -0.05
-0.04 -0.18 -0.33
-0.14 0.18 0.01
-0.26 -0.02 -0.11
-0.08 -0.26 -0.24
0.16 -0.24 -0.01
0.23 0.10 0.08
0.26 -0.12 0.20
-0.12 0.07 0.05
-0.08 -0.56 0.08
0.11 -0.20 -0.16
-0.09 -0.04 -0.10
0.20 0.15 -0.17
-0.02 0.35 0.35
0.11 -0.23 -0.09
-0.01 0.35 0.23
-0.20 -0.24 -0.03
0.13 -0.34 -0.20
0.16 0.09 -0.27
0.17 0.39 -0.03
-0.23 0.34 0.09

2.
Density functional theory data (ωB97M-V/def2-TZVPD) for a 6-piece molecular cluster, C40H44N7O11 overall in a non-equilibrium geometry.

Energy relative to the best compared isomer or geometry (same formula, charge and spin): 0.000 eV
DFT total energy: -2760.89902 Ha
Maximum force: 0.0267 hartree/bohr
Charge: +1
HOMO-LUMO gap: 0.308 Eh
E_HOMO: -11.15 eV
Lowest unoccupied orbital energy: -2.770 eV

Last column: Mulliken charge in e.
Atoms and positions in Å:
C1 5.045 -0.224 4.094  -1.4290
C2 3.887 0.692 3.708  -0.1680
C3 3.458 0.505 2.253  -0.0088
C4 2.136 1.156 1.870  -1.2793
C5 0.893 0.632 2.601  -0.3156
C6 0.940 -0.837 2.975  -0.2000
C7 -0.358 -1.238 3.674  -1.0503
C8 -0.468 -0.440 4.967  -0.7773
C9 -0.475 1.060 4.747  -0.2053
N1 -1.707 1.547 4.163  -0.4561
C10 -2.390 2.376 4.732  0.7346
O1 -3.059 3.201 5.200  -0.4181
N2 0.640 1.499 3.820  -0.0497
H1 5.212 -0.189 5.170  0.4139
H2 4.805 -1.258 3.852  0.2533
H3 5.966 0.062 3.591  0.3727
H4 4.178 1.737 3.859  0.3667
H5 3.069 0.491 4.413  0.0581
H6 4.226 0.979 1.638  0.6746
H7 3.467 -0.544 1.961  -0.2340
H8 1.943 1.023 0.806  0.4260
H9 2.207 2.241 2.018  0.3931
H10 0.035 0.774 1.943  0.4502
H11 1.074 -1.388 2.046  0.2466
H12 1.769 -1.062 3.648  0.1927
H13 -0.312 -2.297 3.918  0.3906
H14 -1.207 -1.046 3.018  0.4364
H15 -1.350 -0.717 5.538  0.3813
H16 0.421 -0.665 5.565  0.4240
H17 -0.289 1.545 5.706  0.5581
H18 0.369 2.418 3.467  0.4536
H19 1.503 1.637 4.350  0.4463
C11 -7.045 3.703 3.586  -0.6306
C12 -8.167 3.456 2.806  -0.2373
C13 -8.085 2.595 1.721  -0.6405
C14 -6.873 1.995 1.441  0.1105
C15 -5.742 2.229 2.199  -0.4279
C16 -5.836 3.092 3.279  -0.0859
N3 -6.776 1.066 0.300  1.0168
O2 -7.770 0.887 -0.368  -0.5981
O3 -5.700 0.533 0.099  -0.6226
H20 -7.119 4.375 4.431  0.4230
H21 -9.106 3.932 3.040  0.4498
H22 -8.947 2.392 1.103  0.4500
H23 -4.813 1.743 1.943  0.5601
H24 -4.956 3.279 3.879  0.2021
C17 -13.182 8.023 6.138  -0.4675
C18 -12.254 7.731 7.129  -0.4271
C19 -11.044 7.145 6.797  -0.3441
C20 -10.792 6.865 5.466  0.1869
C21 -11.701 7.143 4.462  -0.3126
C22 -12.907 7.728 4.809  -0.4641
N4 -9.503 6.256 5.104  1.0533
O4 -8.721 6.000 5.998  -0.6106
O5 -9.285 6.039 3.927  -0.6167
H25 -14.124 8.485 6.402  0.3818
H26 -12.471 7.961 8.162  0.3689
H27 -10.310 6.909 7.553  0.4422
H28 -11.468 6.909 3.434  0.4438
H29 -13.632 7.955 4.040  0.3701
C23 1.095 -5.919 -0.973  -0.6808
C24 2.179 -5.666 -1.802  -0.2151
C25 3.122 -4.716 -1.443  -0.5722
C26 2.952 -4.039 -0.250  0.2421
C27 1.880 -4.275 0.593  -0.2235
C28 0.945 -5.224 0.221  -0.5438
N5 3.953 -3.037 0.140  0.9873
O6 4.882 -2.831 -0.607  -0.5996
O7 3.795 -2.453 1.204  -0.6812
H30 0.365 -6.663 -1.260  0.4253
H31 2.283 -6.215 -2.725  0.3937
H32 3.969 -4.504 -2.078  0.4944
H33 1.785 -3.731 1.521  0.5190
H34 0.100 -5.427 0.865  0.3877
C29 5.504 -5.302 -7.975  -0.3635
C30 4.923 -6.545 -7.759  -0.5151
C31 3.867 -6.678 -6.873  -0.3967
C32 3.413 -5.548 -6.219  0.2254
C33 3.974 -4.298 -6.414  -0.5674
C34 5.030 -4.181 -7.303  -0.2542
N6 2.285 -5.681 -5.287  1.0018
O8 1.818 -6.791 -5.109  -0.6103
O9 1.878 -4.681 -4.726  -0.5800
H35 6.325 -5.201 -8.669  0.3824
H36 5.294 -7.415 -8.283  0.3789
H37 3.404 -7.636 -6.692  0.4668
H38 3.591 -3.440 -5.884  0.4416
H39 5.480 -3.215 -7.470  0.3937
C35 9.244 1.085 -9.432  -0.4364
C36 9.195 0.003 -10.302  -0.4392
C37 8.844 -1.252 -9.832  -0.3633
C38 8.545 -1.392 -8.490  0.1963
C39 8.590 -0.332 -7.603  -0.3589
C40 8.944 0.917 -8.086  -0.4371
N7 8.156 -2.720 -7.986  0.9970
O10 8.141 -3.643 -8.777  -0.6034
O11 7.864 -2.821 -6.812  -0.5679
H40 9.516 2.063 -9.805  0.3825
H41 9.431 0.136 -11.348  0.3748
H42 8.803 -2.105 -10.492  0.4461
H43 8.353 -0.483 -6.561  0.4486
H44 8.986 1.760 -7.411  0.3693

Force components x, y, z for each atom (eV/Å):
-0.23 0.00 0.28
0.06 0.00 -0.02
0.18 0.28 -0.09
-0.10 0.12 0.19
0.46 -0.24 -0.47
-0.46 0.07 0.17
0.27 0.15 -0.07
0.38 -0.20 -0.32
-0.34 -0.10 0.35
0.38 -0.36 -0.10
-0.69 1.14 0.33
0.40 -0.73 -0.25
-0.36 0.11 0.01
0.15 0.10 0.01
0.08 -0.03 -0.16
0.03 -0.06 -0.09
-0.05 0.04 0.08
-0.03 -0.08 -0.04
0.04 -0.11 -0.08
-0.07 0.07 0.18
0.11 -0.05 -0.06
-0.06 0.04 -0.05
-0.22 0.19 0.25
0.14 -0.07 0.03
0.19 0.00 -0.21
-0.22 -0.06 -0.04
-0.12 -0.14 0.05
-0.03 0.13 0.11
-0.11 -0.05 0.19
0.14 0.16 -0.06
0.09 0.08 0.05
0.12 -0.25 -0.07
0.00 0.01 0.02
0.07 -0.18 -0.09
-0.09 0.04 0.03
0.00 -0.02 -0.01
0.09 0.03 0.08
0.00 -0.05 -0.04
-0.01 0.04 0.02
-0.02 -0.01 -0.02
0.04 -0.03 -0.02
-0.01 0.02 -0.02
0.02 0.02 -0.01
0.02 -0.04 -0.03
-0.02 -0.03 -0.05
-0.15 0.09 0.01
0.02 -0.01 -0.01
-0.03 0.01 -0.04
-0.02 0.02 0.10
0.01 0.02 0.00
-0.07 0.02 -0.07
-0.01 0.01 0.05
0.03 -0.01 0.01
0.01 -0.01 0.03
-0.08 0.11 0.04
-0.01 0.00 0.00
0.00 0.00 0.01
0.04 -0.01 -0.04
0.06 -0.01 0.01
0.00 0.00 -0.01
0.01 0.01 0.02
-0.03 -0.05 0.10
0.01 -0.05 -0.09
0.00 -0.03 0.00
-0.09 -0.01 0.06
0.00 -0.01 -0.05
0.05 0.06 0.00
0.01 -0.01 -0.02
-0.09 -0.17 -0.01
-0.01 0.00 -0.01
-0.01 -0.02 -0.01
0.02 0.04 0.03
0.07 0.01 0.01
-0.01 -0.01 0.00
-0.11 -0.04 -0.01
0.02 0.06 0.02
0.05 -0.09 -0.04
-0.03 0.01 -0.02
0.04 0.09 -0.03
-0.08 -0.13 -0.04
-0.05 -0.01 0.03
0.02 -0.03 0.02
0.06 0.09 -0.07
0.04 0.00 0.02
0.00 -0.01 -0.01
-0.04 0.02 0.03
-0.05 -0.03 0.02
0.01 0.02 0.02
-0.01 -0.02 0.01
0.00 0.04 0.03
0.02 0.01 -0.10
0.00 0.00 0.00
0.00 0.08 0.07
0.01 0.00 -0.05
0.07 -0.02 0.01
0.03 0.03 -0.05
0.06 0.06 0.04
0.01 0.01 0.00
0.00 0.00 -0.01
-0.02 -0.04 0.04
-0.01 -0.06 0.00
0.00 0.01 0.01